ORCA calculation (ωB97M-V/def2-TZVPD) on a single C25H47B2FN2O8 molecule.

Element x y z (Å)
C: -2.79 2.15 -4.70
C: -1.79 2.44 -3.39
C: -0.98 1.02 -3.15
C: 0.02 0.86 -4.49
C: -0.15 0.93 -1.72
B: 1.04 2.03 -2.01
O: 2.45 1.56 -2.30
O: 0.94 3.49 -2.12
O: 0.76 -0.25 -1.51
C: 0.88 -0.85 -0.14
C: 1.55 -2.30 -0.52
C: 2.99 -2.17 -1.35
C: 4.27 -2.77 -0.48
N: 5.44 -1.78 -0.39
B: 2.04 -0.28 0.87
C: 2.48 -1.03 2.31
O: 2.88 0.94 0.62
C: -0.74 -0.76 0.31
C: -1.00 -1.09 1.88
C: -0.66 -0.07 3.09
C: -0.18 -0.91 4.46
O: -1.02 -0.55 5.65
C: -0.06 0.11 6.59
C: 0.02 1.76 6.68
O: 0.73 -0.59 7.41
N: -1.29 -1.92 -0.37
C: -1.64 -3.19 0.25
C: -0.72 -4.55 0.48
O: -2.93 -3.36 0.68
C: -1.78 -2.02 -1.73
C: -0.97 -2.43 -3.14
O: -3.12 -1.90 -1.97
C: -0.98 0.81 -0.29
C: -2.66 0.79 -0.34
C: -0.79 2.09 0.70
C: -1.18 3.57 0.18
C: -2.46 4.29 0.96
F: -3.59 4.52 -0.02
H: -3.28 1.09 -4.64
H: -3.69 2.92 -4.55
H: -2.28 2.40 -5.72
H: -2.51 2.67 -2.50
H: -1.11 3.33 -3.72
H: -1.81 0.21 -3.30
H: 0.90 0.11 -4.32
H: 0.35 1.91 -4.93
H: -0.67 0.37 -5.33
H: 2.73 2.10 -3.11
H: 0.94 3.77 -3.10
H: 0.91 -3.01 -1.19
H: 1.83 -2.96 0.44
H: 3.20 -1.10 -1.76
H: 2.94 -2.87 -2.32
H: 4.00 -3.07 0.62
H: 4.67 -3.76 -1.01
H: 5.56 -1.58 0.65
H: 5.17 -0.85 -0.80
H: 2.37 -0.21 3.14
H: 3.63 -1.29 2.21
H: 1.89 -2.02 2.50
H: 3.81 0.61 0.34
H: -0.27 -1.99 2.17
H: -2.14 -1.35 2.13
H: -1.64 0.51 3.44
H: 0.16 0.74 2.92
H: 0.93 -0.60 4.73
H: -0.28 -2.07 4.35
H: -0.42 2.11 7.71
H: 1.12 2.14 6.56
H: -0.66 2.19 5.81
H: -1.32 -5.35 1.14
H: -0.53 -5.11 -0.56
H: 0.27 -4.34 1.07
H: -1.46 -1.82 -4.04
H: -1.15 -3.57 -3.40
H: 0.18 -2.24 -3.09
H: -3.17 1.73 0.11
H: -3.09 0.64 -1.42
H: -3.08 -0.12 0.30
H: 0.26 2.14 1.25
H: -1.59 1.93 1.58
H: -1.38 3.71 -0.96
H: -0.25 4.28 0.43
H: -2.17 5.38 1.34
H: -2.88 3.66 1.86

Calculated values
Electronic energy (Ha): -1841.281324
SMILES: CC[C@@H](C)[C@]1(B(O)O)O[C@@](CCCN)(B(C)O)[C@](CCCOC(C)=O)(N(C(C)=O)C(C)=O)[C@@]1(C)CCCF
Kohn-Sham gap (eV): 8.211

ORCA calculation (ωB97M-V/def2-TZVPD) on a single C10H18N2O5 molecule.

Element x y z (Å)
C: -0.69 -1.00 -0.59
C: -0.30 -0.96 0.99
C: -1.65 0.13 -1.02
C: -2.76 0.58 -0.05
C: -4.11 0.72 -0.69
C: -2.34 1.92 0.73
C: 1.94 -0.44 0.31
C: 2.91 -1.55 -0.41
C: 2.88 0.59 0.95
C: 3.59 1.46 -0.06
H: -1.61 -2.36 -1.73
H: -0.97 -3.03 -0.37
H: 0.23 -1.06 -1.12
H: -0.90 0.91 -1.25
H: -2.00 -0.06 -2.03
H: -2.94 -0.38 0.56
H: -4.26 1.52 -1.46
H: -4.54 -0.18 -1.08
H: -4.95 0.83 -0.08
H: -1.28 1.85 0.86
H: -2.81 2.01 1.65
H: -2.45 2.86 0.04
H: 1.22 -0.69 2.25
H: 1.51 0.09 -0.53
H: 2.47 1.30 1.74
H: 3.60 0.05 1.59
H: 5.37 1.87 -0.51
H: 1.92 -2.57 0.71
N: -1.53 -2.23 -0.73
N: 1.04 -1.02 1.26
O: -1.08 -0.81 1.88
O: 3.79 -1.20 -1.18
O: 3.12 2.26 -0.83
O: 4.92 1.32 0.09
O: 2.70 -2.72 0.11

Calculated values
Electronic energy (Ha): -877.534126
Relative energy (zero: lowest compared OMol25 entry of this formula, charge and spin) (eV): 2.871
SMILES: CC(C)C[C@H](N)C(=O)N[C@@H](CC(=O)O)C(=O)O
Kohn-Sham gap (eV): 10.310

ORCA calculation (ωB97M-V/def2-TZVPD) on a single C3H5NO2 molecule.

Element x y z (Å)
N: -0.96 1.67 0.89
C: -0.65 1.52 -0.33
O: 0.08 0.47 -0.79
C: 0.46 -0.52 0.16
C: 0.65 -1.89 -0.40
O: 1.45 -2.55 0.23
H: -1.49 2.52 1.03
H: -0.91 2.19 -1.16
H: -0.23 -0.50 1.00
H: 1.47 -0.61 0.65
H: 0.16 -2.29 -1.30

Calculated values
Electronic energy (Ha): -322.491860
Relative energy (zero: lowest compared OMol25 entry of this formula, charge and spin) (eV): 2.244
SMILES: [H]/N=C/OCC=O
Kohn-Sham gap (eV): 11.225

Number 1: maximum force 0.1681 Eh/bohr. Number 2: maximum force 0.0767 Eh/bohr. Number 3: maximum force 0.0452 Eh/bohr.